DFT (ωB97M-V with the def2-TZVPD basis set) results for C3H9O3P in the gas phase.

Computed properties:
- E_HOMO (eV) = -7.906
- largest force on an atom (eV/A) = 3.94
- SMILES = C=P(O)(OC)OC
- ΔE to the lowest compared entry with this formula, charge and spin (kcal/mol) = 45.6
- DFT total energy (Eh) = -686.72492

Geometry as ORCA input:
```
! RIJCOSX wB97M-V def2-TZVPD def2/J DEFGRID3
* xyz 0 1
C -0.5007 1.7882 1.6608
P -0.2805 0.8969 0.2057
O -0.0378 1.7965 -1.1287
O -1.3896 -0.2680 0.0733
C -1.6204 -0.9602 -1.2266
O 1.3962 0.1394 -0.0622
C 1.7027 -1.1096 0.4453
H -0.7871 1.1328 2.4566
H 0.3328 2.5156 1.8897
H 0.9031 1.6992 -1.2096
H -2.0426 -0.2583 -1.9513
H -2.2328 -1.7789 -1.0579
H -0.6010 -1.4068 -1.6394
H 2.6800 -1.2055 0.7707
H 1.5423 -1.7861 -0.4362
H 0.9354 -1.1951 1.2098
*
```

Mulliken atomic charge list, values in e, 6 entries:
1. C -0.946
2. P 0.983
3. O -0.501
4. O -0.262
5. C -0.552
6. O -0.513

=====

DFT (ωB97M-V with the def2-TZVPD basis set) results for 2 unconnected molecules or ions with the total composition C3H9OS.

Computed properties:
- E_HOMO (eV) = -2.747
- largest force on an atom (eV/A) = 2.82
- ΔE to the lowest compared entry with this formula, charge and spin (kcal/mol) = 28.9
- DFT total energy (Eh) = -593.12676

Geometry as ORCA input:
```
! RIJCOSX wB97M-V def2-TZVPD def2/J DEFGRID3
* xyz -1 1
C -1.7362 1.4723 0.1350
O -2.0377 0.0441 0.3480
H -0.6450 1.5943 0.0961
H -2.0995 2.0011 1.0749
H -2.2575 1.7857 -0.8360
C 1.0591 -1.5404 -0.4347
C 1.5391 -0.1850 -0.0363
S 0.8047 0.2343 1.6435
H 1.1202 -2.3444 0.2456
H 0.0158 -1.4659 -0.7959
H 1.5932 -1.7765 -1.3599
H 1.2364 0.5206 -0.9339
H 2.6597 -0.1554 -0.0484
H -1.2524 -0.1846 0.9021
*
```

Mulliken atomic charge list, values in e, 6 entries:
1. C -0.357
2. O -0.513
3. H 0.140
4. H 0.177
5. H 0.184
6. C -1.111

=====

DFT (ωB97M-V with the def2-TZVPD basis set) results for 2 unconnected molecules or ions with the total composition C3H9OS.

Computed properties:
- E_HOMO (alpha / beta) (eV) = -9.474 / -9.087
- largest force on an atom (eV/A) = 5.40
- ΔE to the lowest compared entry with this formula, charge and spin (kcal/mol) = 37.1
- expectation value of S² = 0.753
- DFT total energy (Eh) = -593.01939

Geometry as ORCA input:
```
! RIJCOSX wB97M-V def2-TZVPD def2/J DEFGRID3
* xyz 0 2
C -1.8898 0.3927 -0.6557
C -1.2221 0.5201 0.7040
C -0.4835 -0.7752 1.0428
S 1.2956 -0.8156 1.1918
H -1.8767 -0.5954 -0.9995
H -1.4313 1.0116 -1.3100
H -2.8914 0.6917 -0.3464
H -0.4318 1.3405 0.7439
H -1.9977 0.8770 1.3807
H -0.6623 -1.4441 0.0578
H -0.9661 -1.3419 1.9225
H 0.7307 0.9956 -1.8177
H 1.8633 1.5431 -2.4557
O 1.0632 1.1432 -2.8487
*
```

Mulliken atomic charge list, values in e, 6 entries:
1. C -1.217
2. C -0.262
3. C -0.537
4. S -0.106
5. H 0.420
6. H 0.303

=====

DFT (ωB97M-V with the def2-TZVPD basis set) results for 2 unconnected molecules or ions with the total composition C3H9PS3.

Computed properties:
- E_HOMO (eV) = -8.618
- largest force on an atom (eV/A) = 4.11
- SMILES = SP(S)S.C=CC
- ΔE to the lowest compared entry with this formula, charge and spin (kcal/mol) = 57.8
- DFT total energy (Eh) = -1655.56807

Geometry as ORCA input:
```
! RIJCOSX wB97M-V def2-TZVPD def2/J DEFGRID3
* xyz 0 1
S -4.0216 -1.6130 0.9785
P -3.5074 0.0020 -0.3458
S -3.7135 1.7133 0.9804
S -4.9704 -0.1192 -1.7500
H -3.2102 -2.5990 0.6878
H -2.5469 1.7255 1.5104
H -5.8011 -0.8934 -1.0616
C 1.7112 -0.2158 -0.2307
C 2.7720 0.3739 0.2879
C 4.1128 0.3241 -0.2939
H 0.8427 -0.1441 0.3239
H 1.6375 -0.4893 -1.2382
H 2.7708 0.8143 1.3446
H 4.6485 1.2214 -0.0029
H 4.9695 -0.3584 0.1762
H 4.3061 0.2579 -1.3666
*
```

Mulliken atomic charge list, values in e, 6 entries:
1. S -0.275
2. P 0.254
3. S -0.232
4. S -0.218
5. H 0.158
6. H 0.147

=====

DFT (ωB97M-V with the def2-TZVPD basis set) results for 2 unconnected molecules or ions with the total composition C3H9S2.

Computed properties:
- E_HOMO (eV) = -2.250
- largest force on an atom (eV/A) = 1.96
- ΔE to the lowest compared entry with this formula, charge and spin (kcal/mol) = 22.4
- DFT total energy (Eh) = -916.07886

Geometry as ORCA input:
```
! RIJCOSX wB97M-V def2-TZVPD def2/J DEFGRID3
* xyz -1 1
C 1.4066 -0.7888 -1.5486
S 2.7530 -0.1808 -0.4780
H 1.2620 -0.0329 -2.3212
H 1.7263 -1.7177 -2.0287
H 0.4554 -0.9446 -1.0256
C -2.0236 0.6916 -0.7732
S -2.2653 0.2557 0.9765
C -0.5542 0.0134 1.5530
H -1.0218 1.0067 -1.0286
H -2.7544 1.4849 -0.9569
H -2.3287 -0.1659 -1.3604
H -0.2605 -1.0123 1.3282
H 0.0512 0.6052 0.8569
H -0.4791 0.3479 2.5691
*
```

Mulliken atomic charge list, values in e, 6 entries:
1. C -0.631
2. S -0.741
3. H 0.141
4. H 0.245
5. H 0.017
6. C -0.735

=====

DFT (ωB97M-V with the def2-TZVPD basis set) results for 2 unconnected molecules or ions with the total composition C3H9S3.

Computed properties:
- E_HOMO (alpha / beta) (eV) = -8.577 / -8.592
- largest force on an atom (eV/A) = 2.03
- ΔE to the lowest compared entry with this formula, charge and spin (kcal/mol) = 0.0
- expectation value of S² = 0.755
- DFT total energy (Eh) = -1314.21549

Geometry as ORCA input:
```
! RIJCOSX wB97M-V def2-TZVPD def2/J DEFGRID3
* xyz 0 2
C 2.8184 -0.2745 0.3534
S 2.2108 -0.9784 -1.2188
H 3.2780 0.7039 0.2378
H 1.9960 -0.2160 1.0594
H 3.5561 -0.9665 0.7550
C -2.0412 2.5693 1.2923
C -1.6967 1.0786 1.2786
S -1.0918 0.5727 -0.3591
S -0.9235 -1.4486 -0.0469
H -2.8153 2.7924 0.5598
H -1.1458 3.1431 1.0460
H -2.3879 2.8692 2.2787
H -2.5671 0.4679 1.5199
H -0.9347 0.8255 2.0150
H 0.9357 -1.2401 -0.6428
*
```

Mulliken atomic charge list, values in e, 6 entries:
1. C -0.565
2. S -0.114
3. H 0.257
4. H 0.129
5. H 0.272
6. C -1.165

=====

DFT (ωB97M-V with the def2-TZVPD basis set) results for a molecular structure, C3HBiO3.

Computed properties:
- E_HOMO (alpha / beta) (eV) = -17.804 / -18.349
- largest force on an atom (eV/A) = 6.77
- DFT total energy (Eh) = -554.27320

Geometry as ORCA input:
```
! RIJCOSX wB97M-V def2-TZVPD def2/J DEFGRID3
* xyz 2 1
C -3.2344 -0.5578 0.0338
C -2.1858 -1.2216 0.3766
O -0.9001 -0.9612 -0.1239
C -0.4598 0.2405 -0.1106
O 0.7568 0.4374 -0.2714
Bi 2.1898 1.7270 -0.1345
O -4.0084 0.3593 -0.0553
H -1.2694 1.0438 -0.1861
*
```

Mulliken atomic charge list, values in e, 6 entries:
1. C 0.920
2. C -0.362
3. O -0.039
4. C 0.522
5. O -0.421
6. Bi 1.319

=====

DFT (ωB97M-V with the def2-TZVPD basis set) results for 2 unconnected molecules or ions with the total composition C3HBr2N.

Computed properties:
- E_HOMO (alpha / beta) (eV) = -8.059 / -9.136
- largest force on an atom (eV/A) = 5.26
- ΔE to the lowest compared entry with this formula, charge and spin (kcal/mol) = 56.1
- DFT total energy (Eh) = -5317.48644

Geometry as ORCA input:
```
! RIJCOSX wB97M-V def2-TZVPD def2/J DEFGRID3
* xyz 0 1
C -0.6784 2.0244 -0.0591
C -0.1256 0.9030 -0.2134
C 0.9574 -1.3463 -0.5972
N 0.3092 -0.3765 -0.2663
Br -1.1335 -1.2232 1.7339
Br 1.5727 -3.0003 -0.2124
H -0.9017 3.0187 -0.3855
*
```

Mulliken atomic charge list, values in e, 6 entries:
1. C -0.444
2. C 0.310
3. C 0.339
4. N -0.242
5. Br -0.448
6. Br 0.124

=====

DFT (ωB97M-V with the def2-TZVPD basis set) results for 2 unconnected molecules or ions with the total composition C3HBr2O2.

Computed properties:
- E_HOMO (eV) = -4.223
- largest force on an atom (eV/A) = 4.58
- ΔE to the lowest compared entry with this formula, charge and spin (kcal/mol) = 21.2
- DFT total energy (Eh) = -5413.44779

Geometry as ORCA input:
```
! RIJCOSX wB97M-V def2-TZVPD def2/J DEFGRID3
* xyz -1 1
C -0.5534 -1.7780 -0.7406
C 0.5774 -1.6535 -0.3491
C 0.2534 1.6713 0.7028
O 0.2402 1.3780 1.8093
O 0.7271 1.9258 -0.3027
Br -1.9739 1.3250 -0.0084
Br 2.2730 -1.2402 0.0764
H -1.5437 -1.6284 -1.1877
*
```

Mulliken atomic charge list, values in e, 6 entries:
1. C 0.200
2. C -0.559
3. C 0.638
4. O -0.441
5. O -0.411
6. Br -0.756

=====

DFT (ωB97M-V with the def2-TZVPD basis set) results for a molecular structure, C3HBr4O2.

Computed properties:
- E_HOMO (eV) = -3.820
- largest force on an atom (eV/A) = 4.78
- ΔE to the lowest compared entry with this formula, charge and spin (kcal/mol) = 7.8
- DFT total energy (Eh) = -10561.52426

Geometry as ORCA input:
```
! RIJCOSX wB97M-V def2-TZVPD def2/J DEFGRID3
* xyz -1 1
C 0.7818 -1.3159 2.6375
C 0.2035 -0.3030 -1.4495
C -0.4763 0.6541 -0.6460
O 0.7202 -0.1930 2.5348
O 0.7651 -2.4529 2.7450
Br 1.9971 0.1451 -2.0939
Br -1.8772 2.6710 -2.2015
Br -2.1253 -0.0433 0.0155
Br 0.2775 1.9686 0.3876
H -0.2664 -1.1306 -1.9297
*
```

Mulliken atomic charge list, values in e, 6 entries:
1. C 0.672
2. C -0.391
3. C 0.001
4. O -0.263
5. O -0.386
6. Br -0.212

=====

DFT (ωB97M-V with the def2-TZVPD basis set) results for 2 unconnected molecules or ions with the total composition C3HBrCl3NOS.

Computed properties:
- E_HOMO (eV) = -8.718
- largest force on an atom (eV/A) = 1.14
- SMILES = ClS/C(Cl)=C(/Cl)Br.N=C=O
- ΔE to the lowest compared entry with this formula, charge and spin (kcal/mol) = 0.4
- DFT total energy (Eh) = -4597.66473

Geometry as ORCA input:
```
! RIJCOSX wB97M-V def2-TZVPD def2/J DEFGRID3
* xyz 0 1
Cl 4.4951 3.2846 -1.4265
S 3.1423 3.1996 0.0479
C 3.2759 1.5186 0.5898
Cl 4.6065 0.5728 0.0880
C 2.3191 1.0206 1.3812
Cl 2.3184 -0.5588 2.0340
Br 0.9046 2.1632 1.8791
N -0.1003 -0.4842 -0.3121
C 0.6136 0.1438 -1.0259
O 1.4569 0.6076 -1.6662
H -1.0405 -0.4502 0.0031
*
```

Mulliken atomic charge list, values in e, 6 entries:
1. Cl -0.161
2. S 0.088
3. C 0.523
4. Cl -0.132
5. C -0.171
6. Cl -0.121

=====

DFT (ωB97M-V with the def2-TZVPD basis set) results for a molecular structure, C3HBrI2O.

Computed properties:
- E_HOMO (alpha / beta) (eV) = -8.748 / -8.748
- largest force on an atom (eV/A) = 3.75
- ΔE to the lowest compared entry with this formula, charge and spin (kcal/mol) = 72.7
- DFT total energy (Eh) = -3359.38062

Geometry as ORCA input:
```
! RIJCOSX wB97M-V def2-TZVPD def2/J DEFGRID3
* xyz 0 1
C 0.1676 -1.0099 -0.8501
C 1.3224 -0.4412 -0.7838
C -1.0658 1.4830 1.3365
O -0.7794 -1.6674 -0.7627
Br -2.4223 0.9020 0.1350
I 1.1724 1.6048 -0.3181
I -0.6094 -0.1371 2.7092
H 2.2145 -0.7342 -1.4660
*
```

Mulliken atomic charge list, values in e, 6 entries:
1. C 0.492
2. C -0.568
3. C -0.277
4. O -0.297
5. Br -0.017
6. I 0.213